Entry 1:
The following is a quantum chemistry calculation of one molecule with the formula C3H6N4O2, from the OMol25 dataset.

The geometry in XYZ format:
```
15
Properties=species:S:1:pos:R:3
C -1.461 -0.355 -0.180
H 3.022 -0.667 -0.067
O -1.618 0.973 -0.294
H -0.385 1.360 1.316
H 2.049 -1.899 -0.634
H -2.236 -2.083 -0.278
H -0.081 -1.700 0.477
N -0.152 -0.788 0.075
N -2.484 -1.099 -0.280
H -1.144 2.782 0.442
C 1.088 -0.207 -0.150
O 0.485 2.008 -0.426
C -0.647 1.800 0.344
N 1.438 1.005 -0.367
N 2.128 -1.131 0.022
```

As for the charge: 0. The calculation puts the energy above the lowest of the compared OMol25 structures with the same formula, charge and spin at 57.1 kcal per mole. The total energy is -487.361843 Eh. The SMILES is [H]/N=C1\NC(N)=NOCO1. The gap between HOMO and LUMO is 9.70 eV.

=====

Entry 2:
The following is a quantum chemistry calculation of an isolated ion of composition C12H14NOS and charge +1 at a distorted geometry, from the OMol25 dataset.

The geometry in XYZ format:
```
29
Properties=species:S:1:pos:R:3
H -0.509 -1.669 1.546
H 1.024 -3.436 -1.860
H -4.526 0.837 0.286
C 0.518 -3.392 -0.885
H -1.682 -2.519 0.241
O 1.528 1.239 -1.755
C 3.435 0.954 0.536
C -1.494 -0.395 0.207
C 0.357 -2.013 -0.279
H 2.594 2.684 1.729
H 1.432 0.365 1.722
N 1.042 -1.104 -0.817
H -1.072 2.913 -0.993
C -0.830 0.712 -0.347
H -3.618 -1.112 0.503
H 4.021 0.661 1.262
C -1.450 1.957 -0.560
C 2.660 2.253 0.752
S 0.914 0.524 -0.642
C 1.924 0.869 0.804
H 3.917 0.927 -0.493
H 1.124 -3.979 -0.140
C -2.752 2.029 -0.230
C -2.913 -0.333 0.248
C -3.516 0.886 0.082
C -0.859 -1.700 0.554
H -3.168 2.950 -0.334
H 2.327 2.873 -0.187
H -0.430 -3.981 -0.950
```

As for the charge: +1. The calculation puts the energy above the lowest of the compared OMol25 structures with the same formula, charge and spin at 8.1 kcal per mole. The total energy is -993.456729 Eh. The SMILES is CC1=[N+]=[S@](=O)(C2CC2)c2ccccc2C1. The gap between HOMO and LUMO is 9.73 eV.

=====

Entry 3:
The following is a quantum chemistry calculation of C4H8O2 as an isolated structure, from the OMol25 dataset.

The geometry in XYZ format:
```
14
Properties=species:S:1:pos:R:3
O -1.714 1.826 -0.393
H 1.541 -1.552 -0.569
H 2.348 0.032 -0.815
H -0.114 0.091 2.170
O 0.450 0.117 -0.020
H -0.929 -1.450 -0.075
C -1.849 0.483 -0.321
C -0.844 -0.383 -0.227
H 1.051 -0.474 -1.932
H -0.763 2.020 -0.386
C 1.407 -0.515 -0.895
H -2.882 0.153 -0.302
H 1.600 0.160 1.952
C 0.735 -0.512 1.767
```

As for the charge: 0. The calculation puts the energy above the lowest of the compared OMol25 structures with the same formula, charge and spin at 141.2 kcal per mole. The total energy is -307.487351 Eh. The gap between HOMO and LUMO is 8.95 eV.